# 1
The following is a quantum chemistry calculation of C22H37ClGaN5O3P as an isolated structure in a non-equilibrium geometry, from the Open Molecules 2025 dataset.

Output
E_LUMO (eV): 2.18
Molar mass (g/mol): 555.720
Kohn-Sham gap (eV): 7.30
HOMO energy (eV): -5.121
Calculated total energy (Eh): -4086.3924
Total charge: -1

Each line ends with the Mulliken charge.
Atoms and positions in Å:
N (0.994, -1.225, 0.097)  -0.46
C (0.390, -0.516, -1.061)  -0.32
C (0.849, 0.979, -1.041)  0.09
O (0.973, 1.525, 0.277)  -0.30
C (0.013, 1.949, -1.916)  -0.59
Ga (-2.006, 1.973, -1.557)  -0.32
Cl (-3.070, 1.171, -3.436)  -0.49
C (-2.641, 0.928, 0.093)  -0.05
C (-4.010, 0.233, -0.276)  -0.95
C (-3.861, -1.218, -0.790)  0.13
O (-5.046, -1.537, -1.534)  -0.57
P (-2.568, 4.254, -1.164)  0.47
O (-2.848, 5.084, -2.423)  -0.70
H (1.972, -0.962, 0.089)  0.30
H (0.586, -0.909, 0.965)  0.17
H (-0.696, -0.652, -1.118)  -0.27
H (0.818, -1.000, -1.956)  0.29
H (1.879, 0.985, -1.455)  0.44
H (0.253, 1.219, 0.826)  0.17
H (0.170, 1.707, -2.983)  0.02
H (0.418, 2.961, -1.716)  0.36
H (-1.893, 0.228, 0.511)  -0.03
H (-2.892, 1.638, 0.911)  0.61
H (-4.555, 0.838, -1.017)  0.25
H (-4.629, 0.206, 0.640)  0.35
H (-3.777, -1.889, 0.091)  -0.28
H (-3.003, -1.364, -1.464)  0.35
H (-4.795, -1.871, -2.388)  0.35
H (-1.460, 4.788, -0.407)  -0.02
H (-3.669, 4.253, -0.246)  0.00
N (2.165, 1.589, -7.010)  0.04
C (0.900, 1.788, -6.522)  -0.73
C (0.597, 0.736, -5.697)  -0.11
C (1.723, -0.127, -5.683)  -0.58
C (2.676, 0.427, -6.500)  -0.49
H (2.642, 2.202, -7.642)  0.18
H (0.327, 2.656, -6.803)  0.40
H (-0.331, 0.603, -5.162)  0.56
H (1.824, -1.049, -5.134)  0.38
H (3.667, 0.095, -6.761)  0.38
N (1.172, -1.553, 3.824)  0.17
C (1.047, -1.918, 5.138)  -0.67
C (1.706, -3.110, 5.307)  -0.29
C (2.252, -3.473, 4.048)  -0.55
C (1.907, -2.492, 3.153)  -0.29
H (0.784, -0.723, 3.416)  0.12
H (0.504, -1.302, 5.835)  0.37
H (1.787, -3.658, 6.231)  0.40
H (2.831, -4.354, 3.822)  0.40
H (2.119, -2.382, 2.103)  0.32
N (-1.605, -4.153, 2.815)  0.11
C (-1.558, -5.510, 2.658)  -0.35
C (-2.549, -5.866, 1.778)  -0.70
C (-3.214, -4.676, 1.386)  -0.31
C (-2.606, -3.637, 2.042)  -0.50
H (-0.995, -3.616, 3.406)  0.18
H (-0.827, -6.102, 3.182)  0.38
H (-2.770, -6.870, 1.451)  0.38
H (-4.042, -4.591, 0.702)  0.45
H (-2.800, -2.577, 2.026)  0.39
N (3.037, 3.645, 1.716)  0.09
C (4.293, 3.111, 1.750)  -0.35
C (5.016, 3.788, 2.701)  -0.53
C (4.158, 4.765, 3.264)  -0.41
C (2.943, 4.650, 2.637)  -0.53
H (2.293, 3.341, 1.105)  0.21
H (4.565, 2.298, 1.097)  0.37
H (6.045, 3.600, 2.962)  0.38
H (4.402, 5.472, 4.041)  0.38
H (2.023, 5.196, 2.766)  0.37


# 2
The following is a quantum chemistry calculation of C25H61N4O11Sr2 as an isolated structure in a non-equilibrium geometry, from the Open Molecules 2025 dataset.

Output
ΔE to the lowest compared entry with this formula, charge and spin (kcal per mole): 0.0
E_LUMO (eV): -10.65
Molar mass (g/mol): 769.020
Kohn-Sham gap (eV): 3.75
HOMO energy (eV): -14.395
Calculated total energy (Eh): -2096.3088
Total charge: +3

Each line ends with the Mulliken charge.
Atoms and positions in Å:
Sr (-2.284, 2.989, -3.546)  1.90
Sr (-4.088, 2.208, 0.497)  1.65
O (-0.114, 0.624, -0.548)  0.30
C (-1.365, 0.970, -0.383)  0.27
O (-1.979, 0.698, 0.681)  -0.88
O (-2.004, 1.605, -1.302)  -0.43
H (0.138, 0.238, 0.342)  -0.41
C (4.472, -2.922, 2.793)  -0.99
O (3.947, -1.720, 2.279)  -0.36
C (4.980, -0.852, 1.807)  -0.50
C (4.425, 0.504, 1.440)  -1.08
N (3.479, 0.622, 0.325)  -0.05
C (3.955, 0.128, -0.961)  -0.20
C (2.872, 0.333, -1.999)  0.43
O (3.276, 0.055, -3.313)  -0.54
C (2.908, -1.206, -3.815)  -0.63
H (5.081, -2.801, 3.695)  0.33
H (5.010, -3.490, 2.030)  0.33
H (3.648, -3.557, 3.123)  0.32
H (5.518, -1.340, 0.986)  0.38
H (5.710, -0.678, 2.608)  0.46
H (5.213, 1.260, 1.366)  0.48
H (3.871, 0.918, 2.287)  0.22
H (2.644, 0.117, 0.627)  0.03
H (4.146, -0.953, -0.926)  0.00
H (4.844, 0.689, -1.244)  0.62
H (2.556, 1.386, -1.989)  -0.45
H (1.951, -0.198, -1.715)  0.00
H (3.508, -2.020, -3.396)  0.30
H (2.972, -1.222, -4.900)  0.31
H (1.861, -1.443, -3.560)  0.15
C (3.164, -4.604, -0.394)  -0.85
O (2.424, -3.846, 0.549)  -0.34
C (1.567, -2.943, -0.107)  -0.38
C (0.689, -2.280, 0.936)  -0.84
N (1.251, -1.065, 1.507)  0.88
C (0.448, -0.588, 2.660)  -0.19
C (0.939, 0.703, 3.297)  -0.31
O (0.198, 0.864, 4.475)  -0.29
C (0.534, 2.045, 5.172)  -0.85
H (2.511, -5.218, -1.019)  0.36
H (3.863, -5.246, 0.135)  0.30
H (3.727, -3.920, -1.039)  0.28
H (0.997, -3.451, -0.890)  0.73
H (2.172, -2.165, -0.593)  -0.26
H (0.509, -3.020, 1.731)  0.55
H (-0.297, -2.038, 0.518)  0.17
H (2.161, -1.256, 1.955)  0.07
H (0.446, -1.375, 3.427)  0.60
H (-0.596, -0.484, 2.348)  -0.55
H (0.789, 1.560, 2.619)  0.23
H (2.019, 0.631, 3.456)  0.28
H (0.375, 2.982, 4.626)  0.32
H (1.584, 2.030, 5.481)  0.33
H (-0.079, 2.068, 6.071)  0.28
C (-2.344, 0.127, -5.834)  -0.83
O (-1.575, 0.894, -4.878)  -0.28
C (-0.173, 0.577, -4.944)  -1.21
C (0.550, 1.322, -3.844)  0.53
N (0.300, 2.771, -3.917)  -0.25
C (0.845, 3.377, -2.701)  0.01
C (0.572, 4.880, -2.662)  -0.99
O (-0.836, 5.105, -2.923)  -0.28
C (-1.118, 6.519, -2.907)  -0.80
H (-1.903, 0.345, -6.810)  0.34
H (-3.394, 0.409, -5.787)  0.32
H (-2.262, -0.946, -5.655)  0.28
H (0.158, 0.927, -5.932)  0.56
H (0.020, -0.497, -4.931)  0.50
H (1.607, 1.110, -4.053)  0.62
H (0.268, 0.884, -2.890)  -0.64
H (0.701, 3.146, -4.771)  0.24
H (1.924, 3.185, -2.730)  0.41
H (0.447, 2.900, -1.806)  -0.21
H (1.184, 5.462, -3.351)  0.55
H (0.798, 5.204, -1.643)  0.47
H (-0.453, 7.067, -3.577)  0.32
H (-0.963, 6.880, -1.891)  0.31
H (-2.122, 6.716, -3.281)  0.30
C (-5.873, -2.550, -1.513)  -0.61
O (-5.181, -3.213, -0.481)  -0.44
C (-4.304, -2.373, 0.238)  -0.08
C (-5.054, -1.331, 1.096)  -0.37
N (-4.222, -0.647, 2.090)  0.15
C (-3.887, -1.499, 3.249)  -0.57
C (-3.241, -0.676, 4.357)  -0.37
O (-4.230, 0.171, 4.871)  -0.38
C (-3.866, 0.854, 6.061)  -0.75
H (-6.450, -3.317, -2.023)  0.30
H (-5.174, -2.079, -2.224)  0.20
H (-6.551, -1.754, -1.181)  0.26
H (-3.541, -1.978, -0.446)  0.22
H (-3.814, -3.033, 0.957)  0.22
H (-5.937, -1.810, 1.514)  0.44
H (-5.442, -0.531, 0.434)  -0.13
H (-3.354, -0.333, 1.687)  -0.06
H (-3.193, -2.276, 2.919)  0.35
H (-4.810, -1.921, 3.639)  0.49
H (-2.342, -0.161, 3.983)  0.04
H (-2.820, -1.329, 5.131)  0.51
H (-3.093, 1.609, 5.909)  0.24
H (-3.618, 0.142, 6.851)  0.33
H (-4.782, 1.347, 6.388)  0.28


# 3
The following is a quantum chemistry calculation of C31H39AsGeN2OSSi2Sn as an isolated structure, from the Open Molecules 2025 dataset.

Output
ΔE to the lowest compared entry with this formula, charge and spin (kcal per mole): 1.0
E_LUMO (eV): 4.31
Molar mass (g/mol): 810.148
Kohn-Sham gap (eV): 4.83
HOMO energy (eV): -0.516
Calculated total energy (Eh): -6893.7063
Total charge: -2

Each line ends with the Mulliken charge.
Atoms and positions in Å:
Sn (1.772, -0.157, 0.306)  -0.01
C (0.871, 2.461, 5.571)  -1.32
Si (1.486, 1.247, 4.247)  0.76
C (1.989, -0.310, 5.184)  -0.97
C (3.076, 2.000, 3.566)  -0.94
As (-0.026, 1.007, 2.515)  0.19
Si (-1.177, -0.875, 3.210)  0.21
C (-2.547, -1.209, 1.966)  -0.48
C (-0.170, -2.462, 3.342)  -0.94
C (-2.012, -0.621, 4.896)  -1.08
H (1.654, 2.678, 6.309)  0.30
H (0.002, 2.052, 6.096)  0.28
H (0.559, 3.400, 5.107)  0.29
H (2.754, -0.072, 5.931)  0.38
H (2.395, -1.047, 4.488)  0.11
H (1.137, -0.761, 5.701)  0.24
H (3.794, 2.205, 4.368)  0.38
H (2.885, 2.937, 3.032)  0.20
H (3.532, 1.305, 2.856)  0.18
H (-2.092, -1.448, 1.000)  -0.22
H (-3.201, -0.344, 1.826)  0.28
H (-3.156, -2.063, 2.286)  0.38
H (0.562, -2.508, 2.531)  0.09
H (-0.833, -3.331, 3.263)  0.42
H (0.369, -2.526, 4.290)  0.37
H (-2.721, 0.211, 4.851)  0.25
H (-1.274, -0.386, 5.670)  0.24
H (-2.552, -1.526, 5.202)  0.32
C (0.583, -1.694, -0.386)  -0.57
Ge (-0.283, -1.550, -2.027)  1.11
C (-1.372, 0.112, -2.161)  -0.39
C (-1.550, 0.895, -1.024)  0.16
C (-2.284, 2.076, -1.057)  -0.55
C (-2.870, 2.491, -2.244)  -0.39
C (-2.721, 1.716, -3.388)  -0.69
C (-1.979, 0.543, -3.343)  0.12
C (0.773, -1.441, -3.725)  -0.19
C (1.187, -0.205, -4.227)  -0.36
C (2.003, -0.117, -5.350)  -0.65
C (2.422, -1.271, -6.001)  -0.31
C (2.027, -2.511, -5.513)  -0.59
C (1.217, -2.587, -4.387)  -0.29
C (-1.508, -3.074, -2.369)  -0.24
C (-1.928, -3.862, -1.296)  -0.15
C (-2.813, -4.918, -1.478)  -0.65
C (-3.300, -5.209, -2.746)  -0.33
C (-2.895, -4.437, -3.827)  -0.65
C (-2.008, -3.384, -3.635)  0.04
H (0.678, -2.701, 0.022)  0.40
H (-1.119, 0.563, -0.087)  -0.19
H (-2.392, 2.662, -0.149)  0.46
H (-3.432, 3.417, -2.283)  0.35
H (-3.171, 2.037, -4.322)  0.35
H (-1.853, -0.037, -4.253)  0.26
H (0.879, 0.710, -3.731)  0.18
H (2.315, 0.856, -5.710)  0.39
H (3.058, -1.205, -6.877)  0.35
H (2.356, -3.418, -6.009)  0.36
H (0.926, -3.565, -4.012)  0.34
H (-1.551, -3.632, -0.303)  0.16
H (-3.125, -5.515, -0.627)  0.39
H (-3.992, -6.032, -2.891)  0.34
H (-3.269, -4.656, -4.822)  0.37
H (-1.693, -2.795, -4.491)  0.27
O (4.717, -2.608, 2.534)  -0.71
C (3.795, -1.935, 2.165)  0.67
N (2.869, -1.265, 1.844)  -0.73
S (0.742, 3.677, -3.239)  -0.36
C (0.991, 4.329, -1.725)  0.27
N (0.908, 3.554, -0.602)  0.48
C (1.086, 3.990, 0.663)  -0.22
C (1.374, 5.295, 0.911)  -0.85
C (1.489, 6.161, -0.200)  -0.11
C (1.307, 5.701, -1.466)  -0.63
H (0.737, 2.558, -0.746)  -0.41
H (0.958, 3.232, 1.424)  0.35
H (1.512, 5.635, 1.926)  0.44
H (1.729, 7.207, -0.042)  0.34
H (1.393, 6.347, -2.328)  0.37